1.
Formula: C9H9BaF3O13P
Source: the OMol25 dataset
Level of theory: the ωB97M-V functional and the def2-TZVPD basis

E_LUMO = 1.50 eV
Net charge = -1
ΔE to the lowest compared entry with this formula, charge and spin = 9.6007 eV
Total energy = -1992.82317 Ha
Gap between HOMO and LUMO = 2.86 eV
Highest occupied orbital energy = -1.360 eV

```
36
Properties=species:S:1:pos:R:3:nbo_charge:R:1
Ba 9.614 -12.250 18.264 0.671
P 9.728 -13.617 14.423 2.412
O 9.814 -14.382 13.100 -1.085
O 9.325 -12.149 14.626 -1.234
O 10.934 -14.088 15.201 -0.907
O 8.925 -14.602 15.259 -0.853
C 16.190 -10.178 22.444 -0.122
C 17.107 -10.648 21.352 0.426
O 16.256 -10.706 20.260 -0.463
C 15.028 -10.615 20.573 0.964
O 14.101 -10.920 19.823 -0.559
O 14.931 -10.237 21.883 -0.480
F 17.336 -11.940 21.732 -0.348
H 16.324 -9.128 22.706 0.184
H 16.230 -10.808 23.333 0.215
H 18.055 -10.114 21.280 0.182
C 4.625 -18.296 19.313 -0.130
C 3.498 -17.303 19.494 0.436
O 4.239 -16.098 19.401 -0.504
C 5.469 -16.216 19.946 0.982
O 6.199 -15.323 20.287 -0.540
O 5.682 -17.564 20.000 -0.504
F 2.946 -17.407 20.722 -0.343
H 4.935 -18.362 18.270 0.207
H 4.563 -19.316 19.691 0.217
H 2.668 -17.507 18.817 0.177
C 5.773 -9.281 25.254 -0.135
C 4.784 -8.934 24.244 0.429
O 5.269 -9.381 22.990 -0.460
C 6.483 -9.708 23.107 0.961
O 7.219 -10.186 22.300 -0.560
O 6.858 -9.463 24.353 -0.496
F 4.736 -7.625 24.060 -0.336
H 5.559 -10.218 25.768 0.202
H 6.004 -8.425 25.887 0.226
H 3.747 -9.199 24.451 0.168
```

2.
Formula: C4H4CrO2
Source: the OMol25 dataset
Level of theory: the ωB97M-V functional and the def2-TZVPD basis

E_LUMO (spin up / spin down) = -1.30 / -1.47 eV
Net charge = 0
Multiplicity = 5
ΔE to the lowest compared entry with this formula, charge and spin = 1.0353 eV
Total energy = -1349.60116 Ha
Gap between HOMO and LUMO (spin up / spin down) = 5.45 / 5.37 eV
Highest occupied orbital energy (spin up / spin down) = -6.754 / -6.842 eV

```
11
Properties=species:S:1:pos:R:3:lowdin_spin:R:1
O -0.886 1.387 -0.635 0.006
C -0.878 0.550 0.433 0.014
H -1.864 0.470 0.932 -0.003
C 0.355 0.401 1.254 0.005
C 0.337 -1.030 1.722 -0.002
C -0.079 -0.907 0.298 -0.002
O 0.570 -1.131 -0.838 -0.006
Cr 0.366 0.530 -1.854 3.987
H 1.263 0.999 1.145 0.002
H -0.434 -1.322 2.456 -0.001
H 1.313 -1.509 1.868 0.000
```

3.
Formula: C5H8N2O2
Source: the OMol25 dataset
Level of theory: the ωB97M-V functional and the def2-TZVPD basis

E_LUMO = 0.46 eV
Net charge = 0
ΔE to the lowest compared entry with this formula, charge and spin = 2.4831 eV
Total energy = -455.26723 Ha
SMILES string = N#C[C@H](CN)CC(=O)O
Gap between HOMO and LUMO = 10.08 eV
Highest occupied orbital energy = -9.620 eV

```
17
Properties=species:S:1:pos:R:3:nbo_charge:R:1
N 1.546 -2.375 -2.460 -0.306
C 1.510 -1.415 -1.817 0.284
C 1.416 -0.173 -1.038 -0.325
C 0.087 -0.105 -0.255 -0.172
N -0.054 1.185 0.380 -0.966
C 1.574 1.075 -1.921 -0.507
C 2.009 2.237 -1.048 0.793
O 3.150 2.417 -0.688 -0.532
O 1.119 3.389 -0.882 -0.717
H 2.248 -0.195 -0.316 0.263
H -0.749 -0.226 -0.959 0.189
H 0.043 -0.959 0.440 0.200
H 0.448 2.106 0.753 0.449
H -0.667 1.099 1.185 0.374
H 0.634 1.310 -2.438 0.226
H 2.367 0.921 -2.666 0.266
H 0.330 3.260 -1.422 0.481
```